{
  "formula": "C3N2O4",
  "method": "wB97M-V/def2-TZVPD",
  "elements": ["O", "O", "O", "O", "N", "N", "C", "C", "C"],
  "positions_angstrom": [[-0.345, 1.865, -1.422], [-2.818, -1.674, 1.151], [-1.755, -0.135, 2.390], [-1.369, -0.334, 0.210], [0.372, 1.046, -0.952], [3.755, -0.523, -0.796], [1.471, 0.509, -1.101], [2.665, -0.039, -0.778], [-1.975, -0.714, 1.297]],
  "nbo_charge": [-0.4971, -0.7317, -0.7689, -0.4741, 0.1771, -0.5790, -0.2036, 0.1793, 0.8980],
  "e_above_lowest_kcal_mol": 88.5,
  "homo_energy_ha": [0.05303, -0.03022],
  "orbital_gap_ev": [4.8, 7.6],
  "charge": -2
}